Formula: C44H48N8O3SSiTi
Source: the Open Molecules 2025 dataset
Level of theory: ωB97M-V with the def2-TZVPD basis set

Geometry (Å):
Ti  0.885  0.375  0.028
N  8.437  -1.406  -2.934
C  7.196  -1.162  -2.412
C  6.531  0.043  -2.680
C  5.316  0.313  -2.083
C  4.767  -0.617  -1.216
C  5.391  -1.824  -0.961
C  6.604  -2.099  -1.555
S  3.196  -0.303  -0.475
O  3.232  0.892  0.361
O  2.746  -1.462  0.280
N  2.087  0.048  -1.574
C  1.335  -1.065  -1.845
N  0.103  -0.971  -1.262
C  -0.660  -2.097  -1.327
C  -0.185  -3.245  -1.945
C  1.064  -3.197  -2.539
N  1.836  -2.092  -2.475
H  8.736  -0.854  -3.722
H  8.783  -2.350  -2.894
H  6.982  0.760  -3.352
H  4.773  1.227  -2.272
H  4.906  -2.530  -0.304
H  7.107  -3.038  -1.368
H  -1.645  -2.051  -0.875
H  -0.775  -4.148  -1.953
H  1.514  -4.031  -3.060
C  -1.941  6.708  -0.274
C  -1.274  6.317  -1.423
C  -0.456  5.200  -1.401
C  -0.280  4.442  -0.246
C  -0.937  4.876  0.904
C  -1.764  5.984  0.893
Si  0.851  2.869  -0.211
C  1.784  3.166  1.474
C  3.061  3.694  1.632
C  3.642  3.823  2.882
C  2.947  3.447  4.017
C  1.678  2.912  3.887
C  1.119  2.752  2.631
C  1.839  3.105  -1.865
C  2.989  3.866  -2.046
C  3.642  3.919  -3.269
C  3.143  3.216  -4.351
C  1.987  2.466  -4.200
C  1.349  2.412  -2.974
H  -2.602  7.562  -0.293
H  -1.392  6.892  -2.333
H  0.060  4.910  -2.305
H  -0.796  4.338  1.828
H  -2.265  6.298  1.800
H  3.618  4.006  0.763
H  4.638  4.230  2.978
H  3.393  3.565  4.994
H  1.123  2.627  4.770
H  0.132  2.302  2.547
H  3.379  4.449  -1.225
H  4.535  4.519  -3.388
H  3.647  3.256  -5.306
H  1.586  1.923  -5.045
H  0.444  1.818  -2.868
C  -2.503  1.320  -1.484
N  -3.817  0.675  -1.526
C  -4.262  0.443  -0.158
N  -4.335  1.678  0.614
C  -3.007  2.296  0.617
N  -2.535  2.572  -0.735
C  -3.490  3.464  -1.382
N  -4.828  2.875  -1.436
C  -4.749  1.608  -2.154
C  -5.252  2.587  -0.069
H  -2.204  1.540  -2.512
H  -1.751  0.660  -1.014
H  -3.550  -0.234  0.325
H  -5.252  -0.026  -0.174
H  -2.296  1.623  1.113
H  -3.060  3.234  1.177
H  -3.146  3.665  -2.402
H  -3.542  4.402  -0.824
H  -4.422  1.794  -3.179
H  -5.743  1.153  -2.174
H  -6.246  2.127  -0.097
H  -5.303  3.522  0.495
C  -0.713  -1.886  7.636
C  -0.797  -1.576  6.172
C  -2.011  -1.572  5.492
C  -2.095  -1.269  4.149
C  -3.438  -1.259  3.483
C  -0.918  -0.931  3.420
C  -1.038  -0.573  2.059
O  -0.148  0.027  1.327
C  0.332  -0.958  4.105
C  1.626  -0.711  3.387
C  0.355  -1.272  5.450
H  -1.574  -2.456  7.978
H  -0.669  -0.965  8.217
H  0.192  -2.454  7.840
H  -2.921  -1.788  6.036
H  -4.206  -1.513  4.209
H  -3.483  -1.986  2.674
H  -3.659  -0.281  3.057
H  -1.986  -0.770  1.552
H  1.705  -1.348  2.499
H  2.460  -0.943  4.047
H  1.724  0.333  3.066
H  1.304  -1.294  5.966

The energy above the lowest of the compared OMol25 structures with the same formula, charge and spin is 313.4 kJ/mol. As for the charge: 0. The value obtained for the total energy is -106297.3466 eV. The value obtained for the HOMO-LUMO gap (alpha / beta) is 5.83 / 6.64 eV. For the highest occupied orbital energy (alpha / beta), the calculation gives -6.30 / -7.24 eV. As for the spin multiplicity: 3. Its expectation value of S² is 2.045.

Löwdin atomic charge list, values in e, 4 entries: 0.76 0.11 -0.32 -0.01